Entry 1:
The following is a DFT calculation (ωB97M-V with the def2-TZVPD basis set) of a structure of composition C9H19NNiO2.

Element x y z (Å)
Ni 5.979 -2.124 2.162
O -1.849 0.439 1.293
O -1.206 0.924 -0.853
N -5.353 -0.991 0.030
C 0.945 1.868 -0.087
C -0.505 2.134 -0.460
C -1.990 0.383 0.075
C -3.997 -1.065 0.458
C 4.048 -1.285 0.546
C 1.655 0.905 -1.039
C 2.761 -0.485 0.773
C -3.137 -0.362 -0.615
C 1.854 -0.500 -0.464
H 2.216 -0.857 1.630
H 4.408 -1.577 1.565
H -3.897 -0.549 1.407
H -3.706 -2.099 0.554
H 1.471 2.812 -0.074
H 4.798 -0.621 0.138
H -5.631 -1.573 -0.764
H 3.917 -2.157 -0.073
H 2.646 1.293 -1.244
H 3.050 0.525 1.025
H -1.013 2.616 0.362
H -2.706 -1.068 -1.310
H 1.133 0.845 -1.983
H 0.946 1.500 0.932
H -5.757 -0.054 -0.023
H 2.254 -1.141 -1.238
H 0.878 -0.897 -0.207
H -0.534 2.786 -1.320
H -3.679 0.377 -1.195

Its multiplicity is 3. The calculation puts the LUMO energy (spin up / spin down) at -7.94 / -10.22 eV. As for the net charge: +2. The value obtained for the highest occupied orbital energy (spin up / spin down) is -16.3 / -16.3 eV. The gap between HOMO and LUMO (spin up / spin down) comes out at 0.3082 / 0.2245 Eh. As for the expectation value of S²: 2.0060. The energy above the lowest of the compared OMol25 structures with the same formula, charge and spin comes out at 0.0 kcal per mole.


Entry 2:
The following is a DFT calculation (ωB97M-V with the def2-TZVPD basis set) of a structure of composition C9H19NO13Tl.

Element x y z (Å)
Tl -15.243 22.354 10.920
O -20.362 23.807 11.862
O -19.653 22.921 13.638
O -15.788 22.051 18.293
O -16.307 21.906 20.477
O -14.624 19.371 11.279
O -17.270 26.274 12.456
O -16.062 17.888 12.226
O -17.260 20.425 18.990
O -14.463 17.141 10.926
O -16.140 25.244 10.997
O -18.294 22.770 11.768
O -15.821 24.804 13.042
O -15.633 21.812 13.576
N -16.401 25.468 12.163
C -13.400 17.221 10.006
C -17.018 21.465 21.625
C -19.365 23.089 12.350
C -16.573 18.856 13.213
C -18.640 22.433 14.512
C -15.873 21.522 16.944
C -14.957 18.188 11.504
C -20.328 24.493 10.632
C -16.465 21.377 19.197
H -15.392 22.573 14.140
H -19.008 22.387 15.537
H -16.892 21.254 16.662
H -19.541 25.243 10.712
H -12.514 17.457 10.596
H -20.025 23.813 9.835
H -17.306 18.370 13.857
H -13.300 16.217 9.594
H -15.534 22.280 16.239
H -18.313 21.459 14.149
H -21.208 25.097 10.409
H -17.162 19.658 12.770
H -13.540 17.985 9.242
H -15.268 20.620 16.859
H -17.986 21.922 21.423
H -17.715 22.996 14.386
H -16.632 21.699 22.617
H -17.106 20.391 21.461
H -15.821 19.391 13.793

Its multiplicity is 2. The calculation puts the LUMO energy (spin up / spin down) at -0.31 / -3.30 eV. The value obtained for the highest occupied orbital energy (spin up / spin down) is -8.3 / -8.3 eV. The gap between HOMO and LUMO (spin up / spin down) comes out at 0.2938 / 0.1830 Eh. As for the expectation value of S²: 0.7535.


Entry 3:
The following is a DFT calculation (ωB97M-V with the def2-TZVPD basis set) of a cluster of 2 separate species, C9H19NO2 in total.

Element x y z (Å)
O -4.792 -1.398 -0.505
O -3.896 -1.339 -2.698
N -3.102 0.843 0.589
C -0.700 0.377 0.229
C 1.675 0.583 -0.500
C 3.606 -0.073 0.910
C -2.102 0.285 -0.458
C 0.257 0.352 -0.918
C -3.772 -1.463 -1.491
C 3.977 1.270 1.526
C 2.155 -0.366 0.524
C -2.571 -1.093 -0.626
H 2.078 -1.379 0.343
H -2.839 0.400 1.360
H 0.117 0.803 -1.877
H -3.896 0.631 0.151
H 4.112 -0.858 1.528
H 3.818 2.082 0.629
H -0.585 1.330 0.727
H 0.513 -1.070 -1.195
H 1.753 1.493 -0.239
H 1.754 -0.016 1.283
H 4.265 -0.098 0.168
H -0.546 -0.246 0.863
H 3.484 1.483 2.489
H -5.757 -1.329 -0.993
H -1.683 -1.739 -1.206
H 5.028 1.409 1.825
H 2.500 0.320 -1.260
H -2.218 0.661 -1.288
H -2.633 -1.851 0.108

The calculation puts the LUMO energy at 0.56 eV. The value obtained for the highest occupied orbital energy is -9.3 eV. The gap between HOMO and LUMO comes out at 0.3610 Eh. The energy above the lowest of the compared OMol25 structures with the same formula, charge and spin comes out at 197.3 kcal per mole.


Entry 4:
The following is a DFT calculation (ωB97M-V with the def2-TZVPD basis set) of an isolated molecule of C9H19NSi2.

Element x y z (Å)
Si 1.094 1.193 0.026
Si -1.731 0.611 -0.919
N -0.614 1.551 -0.041
C 0.001 -2.902 -0.305
C -1.111 -0.762 0.125
C -1.977 -1.059 1.311
C 1.777 1.689 1.794
C 1.283 -0.703 -0.323
C 2.566 -1.487 -0.462
C -3.450 1.250 -0.330
C 1.863 2.299 -1.291
C 0.136 -1.374 -0.146
H 3.068 -1.622 0.504
H 2.466 1.720 -1.999
H -0.297 -2.857 -1.318
H -1.845 0.222 -2.261
H -0.805 -3.338 0.230
H 3.240 -0.906 -1.028
H 0.947 -3.382 -0.078
H -3.522 2.292 -0.182
H -1.213 -1.514 2.024
H -2.798 -1.540 0.800
H 1.447 0.908 2.474
H 0.979 2.657 -1.883
H -3.962 0.812 0.495
H 2.483 -2.474 -0.965
H 1.194 2.537 2.063
H 2.522 3.208 -0.937
H -4.204 1.052 -1.103
H 2.788 2.035 1.961
H -2.325 -0.114 1.762

The calculation puts the LUMO energy (spin up / spin down) at -0.42 / -0.43 eV. The value obtained for the highest occupied orbital energy (spin up / spin down) is -8.1 / -8.1 eV. The gap between HOMO and LUMO (spin up / spin down) comes out at 0.2837 / 0.2834 Eh. The energy above the lowest of the compared OMol25 structures with the same formula, charge and spin comes out at 74.4 kcal per mole.


Entry 5:
The following is a DFT calculation (ωB97M-V with the def2-TZVPD basis set) of a structure of composition C9H20Al2Br2Cl4FMgO5.

Element x y z (Å)
Br 1.743 0.476 -3.630
Br 3.260 3.795 4.461
Cl -1.187 -5.291 -0.829
Cl -0.200 -4.800 1.862
Cl -3.031 -4.546 1.283
Cl -1.781 -7.162 1.309
Al 3.239 0.310 0.957
Al -0.926 -4.310 -3.278
Mg -3.519 -2.133 -0.796
F 1.800 -0.025 3.884
O 1.745 1.962 3.518
O 3.313 -1.478 0.331
O -4.733 4.095 -0.582
O -1.888 4.261 -0.087
O -0.167 -0.755 -4.355
C 0.316 0.872 -0.362
C -0.573 -1.769 -0.356
C -1.881 0.197 1.012
C 0.420 -0.670 -0.816
C 2.899 1.589 -0.599
C 1.358 2.042 -0.781
C -0.885 1.296 0.557
C -1.548 -5.452 0.914
C -1.740 -1.315 0.596
H 2.170 2.830 3.891
H 3.525 2.536 -0.411
H -2.757 0.489 1.697
H -1.015 2.395 0.915
H 2.766 -2.060 0.900
H -2.236 3.378 -0.206
H 1.256 1.593 4.275
H -0.837 -1.171 -4.959
H 0.767 -0.796 -4.740
H 1.331 -0.934 -1.493
H -2.483 -2.099 0.988
H -5.696 4.157 -0.609
H 4.611 0.553 1.730
H -0.384 -2.824 -0.730
H -0.198 -1.148 -3.453
H 3.263 1.117 -1.592
H -4.443 5.008 -0.457
H 1.967 0.379 1.971
H 1.208 2.958 -0.085
H 1.147 2.450 -1.846

The calculation puts the LUMO energy at -7.68 eV. As for the net charge: +1. The value obtained for the highest occupied orbital energy is -10.2 eV. The gap between HOMO and LUMO comes out at 0.0918 Eh.


Entry 6:
The following is a DFT calculation (ωB97M-V with the def2-TZVPD basis set) of a structure of composition C9H20ClInNdSi.

Element x y z (Å)
Nd 0.000 0.000 -0.763
In 0.695 0.079 -5.504
Cl 0.000 1.607 -2.155
Si 0.000 0.000 4.411
C -1.321 0.672 -5.406
C 0.000 0.000 2.541
C -1.524 -0.880 5.032
C 0.000 1.760 5.032
C -1.704 -0.921 -0.497
C 0.000 0.000 1.237
C 2.292 1.222 -4.748
C 1.524 -0.880 5.032
C 1.086 -1.592 -6.248
H 0.330 -2.280 -6.652
H 1.524 -0.880 6.142
H -1.524 -1.926 4.662
H -1.758 0.684 -6.418
H -2.073 -1.341 -1.442
H -2.430 -0.357 4.662
H 0.906 2.283 4.663
H -1.891 -0.071 -4.824
H 0.000 1.760 6.142
H 2.819 0.643 -3.972
H 1.524 -1.926 4.662
H -1.471 1.660 -4.950
H 2.101 -2.006 -6.327
H -2.475 -0.221 -0.149
H 1.983 2.184 -4.314
H 2.430 -0.357 4.663
H 3.023 1.418 -5.549
H -0.906 2.283 4.663
H -1.636 -1.737 0.232
H -1.524 -0.880 6.141

Its multiplicity is 4. The calculation puts the LUMO energy (spin up / spin down) at 2.03 / 2.03 eV. As for the net charge: -1. The value obtained for the highest occupied orbital energy (spin up / spin down) is -2.2 / -2.2 eV. The gap between HOMO and LUMO (spin up / spin down) comes out at 0.1545 / 0.1549 Eh. As for the expectation value of S²: 3.7580.


Entry 7:
The following is a DFT calculation (ωB97M-V with the def2-TZVPD basis set) of a structure of composition C9H20GaO4S.

Element x y z (Å)
Ga -1.033 -3.025 -0.102
S 2.311 1.049 -1.949
O 3.644 1.437 -1.135
O 1.172 1.401 -1.159
O 2.450 1.506 -3.303
O -0.655 -1.848 1.330
C 3.163 3.648 -0.201
C -2.439 1.293 2.548
C -3.961 -3.155 -0.205
C 4.041 2.811 -1.114
C -1.190 -0.547 1.166
C -4.823 -3.297 0.638
C -2.814 -2.670 -1.069
C 2.517 -0.702 -1.901
C -1.940 -0.186 2.493
H -1.634 2.008 2.836
H 1.632 -1.155 -2.346
H -3.188 1.355 3.378
H 2.143 3.703 -0.579
H -1.833 -0.413 0.265
H -2.768 -0.913 2.627
H 2.609 -1.020 -0.864
H -2.973 -1.622 -1.403
H 5.067 2.829 -0.743
H 3.550 4.666 -0.123
H 3.403 -0.967 -2.473
H 3.115 3.205 0.795
H -0.320 0.159 1.053
H -1.238 -0.325 3.348
H 0.219 -3.040 -1.129
H 4.059 3.217 -2.129
H -5.550 -3.303 1.442
H -2.955 1.620 1.621
H -2.840 -3.314 -1.983
H -1.109 -4.509 0.546

The calculation puts the LUMO energy at 2.62 eV. As for the net charge: -1. The value obtained for the highest occupied orbital energy is -4.6 eV. The gap between HOMO and LUMO comes out at 0.2638 Eh.


Number 1: energy -56249.3469 eV. Number 2: energy -42434.7151 eV. Number 3: energy -15218.7013 eV. Number 4: energy -26884.4409 eV. Number 5: energy -231395.3898 eV. Number 6: energy -50498.4333 eV. Number 7: energy -81056.9097 eV.